A cluster of 19 separate species, C87H205N7O31 in total in a non-equilibrium geometry, computed with ωB97M-V/def2-TZVPD.

The value obtained for the energy above the lowest of the compared OMol25 structures with the same formula, charge and spin is 0.0000 eV. The net charge is 0. The total energy comes out at -6153.02125 Eh. The LUMO energy is 0.0036 Ha. Its HOMO energy is -8.8 eV.

Each line ends with the Löwdin charge.
Atoms and positions in Å:
C 16.65616 -5.06064 27.20236  -0.23
C 17.25051 -6.20873 26.43510  -0.23
O 17.67764 -5.80984 25.12615  -0.06
O 17.60323 -3.99077 27.28252  -0.09
H 16.46899 -5.27950 28.28483  0.12
H 15.74389 -4.53266 26.75413  0.13
H 16.46745 -6.97924 26.37170  0.10
H 18.10458 -6.52299 27.06640  0.13
H 17.49112 -6.59182 24.59383  0.09
H 17.51800 -3.36586 26.58416  0.03
C 7.62318 -2.13755 32.54398  -0.16
C 8.45658 -2.48544 31.27951  -0.19
O 9.49968 -3.45531 31.58690  -0.10
O 6.49765 -3.06326 32.76034  -0.09
H 7.19972 -1.11515 32.41525  0.12
H 8.19027 -2.24868 33.46932  0.12
H 8.88561 -1.55269 30.91827  0.10
H 7.79591 -2.93417 30.51464  0.10
H 9.10696 -4.35609 31.55849  0.05
H 5.81933 -2.88855 32.13224  0.06
C 20.51980 0.52146 32.68619  -0.22
C 20.07573 -0.01595 34.06765  -0.18
O 20.87190 -1.17532 34.52147  -0.07
O 20.19916 -0.36165 31.61737  -0.09
H 21.59960 0.69730 32.72773  0.12
H 20.05564 1.46582 32.55431  0.10
H 19.03562 -0.17989 34.22607  0.08
H 20.33702 0.76118 34.77546  0.11
H 20.59834 -1.88041 33.94752  0.02
H 20.10416 0.18637 30.81220  0.05
C 17.95885 -6.99533 33.31281  -0.26
C 16.72436 -6.99793 32.47880  -0.28
O 16.72372 -7.96479 31.46821  -0.06
O 18.25741 -8.28078 33.77367  -0.05
H 17.84867 -6.26714 34.13555  0.11
H 18.82690 -6.69465 32.65894  0.12
H 16.62683 -6.01503 31.94610  0.11
H 15.81248 -7.11814 33.07030  0.09
H 17.02734 -8.78541 31.86744  0.08
H 17.57119 -8.44618 34.44596  0.08
C 12.77170 -6.46073 26.71023  -0.26
C 13.75933 -6.80689 25.58637  -0.23
O 13.15986 -7.25254 24.36670  -0.05
O 11.90869 -5.43052 26.35787  -0.06
H 13.29912 -6.19729 27.67220  0.12
H 12.26805 -7.39688 26.98987  0.10
H 14.30437 -7.66402 25.99500  0.11
H 14.43269 -5.96612 25.34925  0.09
H 12.67733 -6.53773 23.94993  0.08
H 11.71642 -4.89682 27.13837  0.06
C 10.75391 -6.77586 32.41193  -0.24
C 9.90703 -7.91670 32.85702  -0.20
O 10.27152 -9.21068 32.30520  -0.08
O 10.62054 -6.54759 31.02842  -0.09
H 11.79668 -6.92628 32.70785  0.09
H 10.42105 -5.85039 32.87934  0.12
H 8.89296 -7.72471 32.43286  0.11
H 9.77058 -8.11561 33.91254  0.12
H 9.52712 -9.80480 32.37481  0.08
H 11.02156 -7.30664 30.52481  0.07
C 14.99648 -3.49336 23.60433  -0.24
C 15.80101 -2.26871 23.98596  -0.22
O 17.14128 -2.58387 24.42623  -0.09
O 13.94187 -3.16333 22.70546  -0.06
H 14.57136 -3.93293 24.49807  0.09
H 15.72849 -4.20483 23.09919  0.15
H 15.21017 -1.73824 24.72917  0.10
H 15.91364 -1.65608 23.09318  0.12
H 17.39612 -3.53595 24.48752  0.07
H 13.42293 -2.51219 23.15426  0.01
C 11.26266 -2.43431 24.69467  -0.24
C 10.25348 -2.28567 23.51719  -0.21
O 9.42562 -1.15745 23.63172  -0.08
O 12.37140 -1.61179 24.58810  -0.10
H 11.50240 -3.51041 24.77931  0.11
H 10.69123 -2.20619 25.60723  0.08
H 9.54641 -3.19975 23.46403  0.14
H 10.80354 -2.28866 22.59201  0.11
H 8.76934 -1.26409 24.33898  0.07
H 12.07399 -0.69305 24.32224  0.08
C 8.29905 -9.17966 24.93372  -0.29
C 8.68023 -7.76453 25.19205  -0.25
O 8.65380 -7.60673 26.59486  -0.08
O 9.23995 -10.12558 25.31273  -0.04
H 8.05505 -9.35057 23.86955  0.13
H 7.33684 -9.38854 25.34767  0.11
H 7.94600 -7.14012 24.74599  0.10
H 9.71878 -7.52989 24.80002  0.14
H 9.02722 -6.75814 26.87571  0.07
H 9.68155 -9.89568 26.13868  0.08
C 6.73429 -5.61696 30.84387  -0.17
C 7.28256 -6.43744 29.68313  -0.24
O 8.42564 -5.88409 29.12350  -0.06
O 7.78354 -5.72271 31.85012  -0.10
H 5.77634 -6.07956 31.15465  0.13
H 6.51661 -4.58416 30.68495  0.08
H 6.51545 -6.47253 28.94782  0.12
H 7.35278 -7.46943 29.95486  0.12
H 9.11709 -6.04650 29.81248  0.08
H 7.61343 -5.09757 32.56727  0.08
C 13.69862 -9.50676 30.70286  -0.27
C 13.13226 -9.15444 29.36909  -0.26
O 11.90096 -8.55095 29.57853  -0.07
O 12.97131 -10.51547 31.30443  -0.05
H 13.69387 -8.50459 31.19817  0.12
H 14.69016 -9.91503 30.48804  0.13
H 13.11253 -10.02996 28.78699  0.12
H 13.83471 -8.49062 28.83923  0.12
H 11.15221 -9.02980 29.17215  0.13
H 12.03608 -10.27018 31.40445  0.07
C 8.92344 -1.34712 27.33118  -0.27
C 9.12895 -2.77126 27.67531  -0.22
O 7.85634 -3.25661 28.14088  -0.07
O 8.01684 -1.15366 26.28153  -0.04
H 9.89061 -0.94805 27.08232  0.07
H 8.51268 -0.80230 28.18507  0.13
H 9.78810 -2.83801 28.52262  0.10
H 9.53436 -3.23519 26.80293  0.11
H 8.09500 -4.13723 28.46174  0.04
H 7.14035 -1.29659 26.68207  0.11
C 8.82062 4.75831 30.03127  -0.04
C 9.65169 3.53869 30.40440  -0.53
C 10.89639 3.50413 29.44776  -0.13
C 11.84966 2.43596 29.91060  -0.20
C 12.34038 2.76544 31.27290  -0.15
C 11.23191 2.91555 32.32020  -0.54
N 10.22989 3.84569 31.70389  -0.02
O 9.09158 3.81759 32.69444  -0.03
C 10.69216 1.55350 32.74047  -0.02
C 11.82101 3.59583 33.50065  -0.06
C 8.81134 2.27099 30.22147  -0.01
H 8.61258 4.86243 29.02647  0.06
H 9.39272 5.67508 30.29471  0.10
H 7.97929 4.78907 30.71718  0.08
H 10.54287 3.13877 28.47455  0.09
H 11.23839 4.52234 29.27426  0.13
H 12.70844 2.42877 29.16109  0.13
H 11.28554 1.51510 29.89747  0.06
H 12.92836 3.68356 31.34592  0.12
H 13.01338 1.99614 31.67322  0.12
H 11.45843 1.08634 33.38240  0.09
H 9.84799 1.66576 33.41334  0.09
H 10.55832 0.89799 31.90744  0.05
H 12.68877 3.08708 33.93676  0.09
H 12.05827 4.66469 33.28357  0.10
H 11.10347 3.61213 34.34201  0.09
H 9.47118 1.42805 30.16509  0.04
H 8.42143 2.48491 29.21775  0.09
H 7.93725 2.20364 30.89018  0.10
H 9.03118 4.73539 32.84890  0.07
C 17.34916 2.82992 29.77745  -0.04
C 17.45913 1.46567 29.06718  -0.48
C 16.31225 1.31187 28.10131  -0.13
C 16.61788 0.22857 27.06479  -0.20
C 17.84339 0.56225 26.33126  -0.15
C 19.07845 0.57148 27.26279  -0.55
N 18.74490 1.55232 28.29424  -0.03
O 19.89612 1.40935 29.22261  -0.07
C 19.35571 -0.76583 27.79294  -0.04
C 20.23061 1.17698 26.46014  -0.03
C 17.39777 0.31127 30.13472  0.00
H 18.12279 2.93850 30.57791  0.08
H 16.38619 3.04540 30.32393  0.09
H 17.42258 3.71067 29.09479  0.09
H 15.36012 1.25686 28.65502  0.11
H 16.29537 2.28413 27.55563  0.13
H 15.82001 0.10377 26.28555  0.10
H 16.65885 -0.79438 27.50046  0.11
H 17.69514 1.59913 25.95330  0.13
H 17.95587 -0.19781 25.56858  0.12
H 20.31997 -0.83570 28.37633  0.10
H 18.61958 -1.11861 28.45713  0.04
H 19.44694 -1.50983 26.96415  0.12
H 21.15255 1.39523 27.02817  0.08
H 20.50059 0.51580 25.61592  0.09
H 19.83457 2.13446 26.05058  0.09
H 17.27096 -0.62712 29.61296  0.06
H 16.41564 0.42121 30.69172  0.09
H 18.16231 0.34726 30.84534  0.04
H 20.10398 2.35484 29.41812  0.12
C 12.74577 -9.81314 36.14806  -0.02
C 13.89887 -9.19664 35.32534  -0.47
C 13.41609 -7.95498 34.54119  -0.13
C 13.20858 -6.78163 35.46435  -0.17
C 14.53253 -6.45481 36.10376  -0.12
C 14.97067 -7.64262 37.02406  -0.49
N 15.10685 -8.81847 36.11842  -0.07
O 15.53009 -9.94115 36.92543  -0.03
C 16.41134 -7.47478 37.53431  -0.02
C 14.00029 -7.72224 38.19636  -0.02
C 14.34611 -10.27588 34.33723  -0.03
H 12.15411 -8.98405 36.53164  0.06
H 13.07359 -10.45380 36.98512  0.09
H 12.14943 -10.49693 35.48485  0.10
H 14.07849 -7.66388 33.74956  0.08
H 12.47323 -8.24352 34.02948  0.11
H 12.39850 -6.99552 36.15614  0.10
H 12.97514 -5.92374 34.82025  0.10
H 14.54484 -5.60279 36.75318  0.09
H 15.33789 -6.25321 35.36140  0.11
H 17.03639 -7.38272 36.63044  0.08
H 16.58694 -6.55156 38.07809  0.08
H 16.74669 -8.37264 38.01162  0.07
H 14.08718 -8.62680 38.85668  0.11
H 14.04931 -6.78360 38.72597  0.09
H 13.01693 -7.76920 37.83529  0.03
H 14.45169 -11.25843 34.67889  0.07
H 15.29409 -10.00109 33.84242  0.09
H 13.63918 -10.40988 33.53894  0.06
H 16.48841 -9.92171 36.85555  0.09
C 10.88592 1.34523 26.25049  0.00
C 11.93020 1.93391 25.27783  -0.48
C 13.36979 1.53207 25.74009  -0.12
C 14.49176 1.84613 24.78190  -0.15
C 14.16613 1.16845 23.43074  -0.11
C 12.75253 1.47782 22.87185  -0.46
N 11.74208 1.24192 23.94595  -0.06
O 10.48371 1.83308 23.47111  -0.05
C 12.64110 2.86757 22.28131  -0.04
C 12.40793 0.34677 21.79225  0.00
C 11.69086 3.37044 25.27030  -0.04
H 10.83973 0.25571 26.07061  0.07
H 9.94273 1.65690 25.95119  0.06
H 11.10791 1.63625 27.29740  0.08
H 13.58434 1.82527 26.76925  0.11
H 13.39860 0.45346 25.81427  0.09
H 15.40974 1.43891 25.05963  0.06
H 14.59318 2.92153 24.62346  0.12
H 14.24825 0.08837 23.53878  0.08
H 14.83072 1.48362 22.58570  0.14
H 11.64569 3.29598 22.41102  0.08
H 13.28960 3.58554 22.82666  0.08
H 12.90577 2.96045 21.23060  0.08
H 12.75219 -0.69664 21.95852  0.07
H 11.35403 0.24092 21.79569  0.05
H 12.63607 0.63849 20.73592  0.10
H 10.60849 3.50659 25.19902  0.10
H 12.20289 4.03007 24.61146  0.07
H 12.02335 3.73444 26.21228  0.08
H 9.98966 1.05882 23.17190  0.08
C 22.61988 -5.32039 33.54263  -0.02
C 22.30647 -5.11082 32.04703  -0.52
C 22.13886 -6.49351 31.41321  -0.13
C 21.58247 -6.45688 30.01150  -0.18
C 20.25150 -5.79749 30.08961  -0.15
C 20.26773 -4.37342 30.65654  -0.51
N 20.92334 -4.54782 31.98237  -0.03
O 20.86877 -3.23460 32.61056  -0.07
C 20.91552 -3.41248 29.73092  -0.03
C 18.80165 -3.94522 30.89335  -0.01
C 23.31235 -4.25668 31.38562  -0.03
H 22.49920 -4.37499 34.15027  0.11
H 23.61424 -5.60422 33.70872  0.06
H 21.99419 -6.08794 33.97378  0.08
H 23.19311 -6.92159 31.41461  0.15
H 21.45842 -7.07158 32.07636  0.13
H 21.54530 -7.41444 29.45149  0.13
H 22.23086 -5.84525 29.40067  0.09
H 19.37989 -6.31175 30.52665  0.12
H 19.83554 -5.66246 29.11101  0.10
H 21.76423 -3.76076 29.13282  0.09
H 20.22682 -3.02547 28.94066  0.09
H 21.20833 -2.51599 30.23828  0.06
H 18.84490 -2.86100 31.02389  0.08
H 18.15831 -4.22751 30.01310  0.09
H 18.46816 -4.44607 31.79882  0.07
H 23.45914 -4.50779 30.34366  0.08
H 24.27440 -4.27095 31.87871  0.09
H 23.06731 -3.21864 31.44076  0.07
H 21.28110 -2.57614 32.05443  0.05
C 13.96044 -5.61086 30.77217  -0.04
C 13.74852 -4.14638 31.00239  -0.49
C 15.11509 -3.52271 31.29919  -0.12
C 15.00336 -1.99157 31.31909  -0.18
C 14.52360 -1.40544 30.02069  -0.15
C 13.22115 -2.01534 29.58916  -0.50
N 13.33936 -3.45962 29.73765  -0.01
O 12.11029 -4.05732 29.21871  -0.05
C 12.02909 -1.32707 30.37280  0.02
C 13.08244 -1.80280 28.10364  -0.02
C 12.78472 -4.02309 32.20526  0.00
H 12.96880 -6.03943 30.51140  0.08
H 14.33557 -6.15171 31.64349  0.06
H 14.72304 -5.85805 30.01108  0.09
H 15.47573 -3.88206 32.31016  0.13
H 15.78513 -3.85715 30.45622  0.12
H 16.02103 -1.65709 31.59837  0.10
H 14.39266 -1.64191 32.11009  0.08
H 15.27938 -1.67592 29.25996  0.12
H 14.43952 -0.30313 30.08139  0.12
H 12.17145 -1.11888 31.42893  0.07
H 11.83872 -0.33521 29.89391  0.07
H 11.09105 -1.89641 30.31394  0.05
H 13.71185 -2.46224 27.50556  0.09
H 12.04048 -2.01983 27.81824  0.07
H 13.27706 -0.75501 27.76593  0.09
H 13.01136 -4.76524 33.03010  0.09
H 11.81705 -4.18203 31.81902  0.03
H 12.72266 -3.05409 32.72281  0.08
H 11.37570 -4.01679 29.84898  0.06
C 17.38200 -3.77263 35.53648  -0.03
C 16.78016 -2.43458 35.97866  -0.48
C 16.37727 -1.77884 34.61908  -0.14
C 15.63127 -0.45295 34.80127  -0.15
C 14.38342 -0.78023 35.65697  -0.14
C 14.64258 -1.43247 37.00624  -0.53
N 15.46433 -2.64846 36.78144  -0.04
O 15.87781 -3.17036 38.06675  -0.03
C 15.12513 -0.45341 38.05530  -0.04
C 13.29052 -1.95058 37.55319  -0.04
C 17.81191 -1.67153 36.70258  -0.04
H 17.87405 -4.21238 36.41352  0.09
H 18.04361 -3.66991 34.67239  0.08
H 16.54923 -4.39202 35.16685  0.07
H 17.27073 -1.69007 33.94330  0.13
H 15.62741 -2.41071 34.20465  0.08
H 15.29839 0.04777 33.86863  0.11
H 16.17671 0.26538 35.37171  0.09
H 13.71571 -1.46977 35.09464  0.12
H 13.71257 0.06979 35.81937  0.12
H 16.13138 0.05002 37.96301  0.08
H 14.37988 0.35065 38.19903  0.10
H 15.05790 -0.98071 38.98190  0.06
H 12.43871 -1.36357 37.29590  0.07
H 13.08399 -2.86873 36.99645  0.08
H 13.35277 -2.27904 38.58988  0.08
H 18.55405 -1.37026 35.94430  0.08
H 18.44688 -2.13454 37.45727  0.10
H 17.51419 -0.69914 37.10974  0.06
H 15.59422 -4.07808 38.11256  0.07